1.
Here is C34H39ClFeN10O5SeTe as an isolated structure in a non-equilibrium geometry from the Open Molecules 2025 dataset. Energies are from ωB97M-V/def2-TZVPD.

Structure (XYZ):
```
92
C34H39ClFeN10O5SeTe (ωB97M-V/def2-TZVPD)
Fe -1.91 2.54 2.06
O 4.40 1.81 3.69
C 3.99 2.99 3.82
O 4.61 4.02 4.14
C 2.47 3.11 3.69
C 1.64 2.23 4.39
C 0.28 2.23 4.13
N -0.27 2.99 3.18
C 0.51 3.89 2.56
C 1.87 4.00 2.82
C -0.18 4.66 1.45
O 0.39 5.60 0.92
O -1.33 4.19 1.15
H 2.06 1.53 5.09
H -0.40 1.54 4.62
H 2.44 4.74 2.28
C -6.31 -0.22 -3.04
C -5.19 -0.84 -3.86
C -4.12 0.18 -4.23
C -4.56 -2.04 -3.17
N -4.01 -1.76 -1.85
C -2.82 -1.27 -1.49
N -2.73 -1.28 -0.18
N -3.91 -1.76 0.26
N -4.68 -2.05 -0.73
H -6.81 0.56 -3.62
H -5.93 0.26 -2.13
H -7.05 -0.97 -2.75
H -5.61 -1.25 -4.79
H -3.68 0.64 -3.35
H -4.55 1.00 -4.81
H -3.33 -0.27 -4.83
H -3.73 -2.42 -3.78
H -5.27 -2.85 -3.02
H -2.06 -0.95 -2.18
C 4.67 -2.17 3.25
C 4.91 -1.74 1.80
C 5.85 -0.53 1.80
C 5.60 -2.91 1.08
C 3.53 -1.42 1.10
O 2.73 -2.59 1.21
C 3.74 -1.13 -0.40
C 2.48 -0.96 -1.27
C 1.79 -2.25 -1.62
C 2.39 -3.15 -2.50
C 1.76 -4.34 -2.85
C 0.52 -4.62 -2.33
Cl -0.29 -6.10 -2.78
C -0.11 -3.74 -1.46
C 0.54 -2.56 -1.11
C 2.89 -0.22 1.82
N 1.45 -0.07 1.65
C 0.78 1.02 1.29
N -0.52 0.84 1.48
C -0.59 -0.41 1.98
N 0.58 -1.00 2.10
H 5.62 -2.51 3.68
H 3.95 -2.98 3.31
H 4.33 -1.35 3.88
H 6.80 -0.82 2.26
H 5.46 0.32 2.37
H 6.08 -0.19 0.79
H 6.42 -3.27 1.70
H 6.02 -2.62 0.12
H 4.90 -3.73 0.92
H 1.87 -2.36 1.62
H 4.32 -1.95 -0.83
H 4.34 -0.23 -0.50
H 2.81 -0.49 -2.20
H 1.77 -0.28 -0.81
H 3.36 -2.92 -2.91
H 2.23 -5.03 -3.54
H -1.09 -3.97 -1.06
H 0.05 -1.89 -0.43
H 3.34 0.72 1.50
H 3.06 -0.26 2.89
H 1.26 1.93 0.97
H -1.52 -0.88 2.25
Se -5.02 1.55 1.23
N -3.39 2.20 0.72
C -3.53 2.62 -0.56
C -2.49 3.09 -1.39
C -2.77 3.55 -2.67
C -4.08 3.56 -3.16
C -5.12 3.06 -2.39
C -4.87 2.55 -1.10
N -5.83 2.03 -0.32
H -1.49 3.14 -1.00
H -1.96 3.93 -3.28
H -4.28 3.96 -4.15
H -6.14 3.05 -2.75
Te -3.30 1.74 4.11
```

* strongest force on any atom: 1.12 eV Å⁻¹
* spin multiplicity: 5
* total charge: -2
* gap between HOMO and LUMO (alpha / beta): 0.1578 / 0.2140 hartree
* relative energy (zero: lowest compared OMol25 entry of this formula, charge and spin): 10.62 kcal/mol
* E_LUMO (alpha / beta): 3.47 / 3.47 eV

---

2.
Here is C34H39EuN5O as an isolated structure in a non-equilibrium geometry from the Open Molecules 2025 dataset. Energies are from ωB97M-V/def2-TZVPD.

Structure (XYZ):
```
80
C34H39EuN5O (ωB97M-V/def2-TZVPD)
Eu -0.51 -0.73 0.30
N 1.19 -2.26 3.29
N -0.52 0.86 2.25
C -1.93 -0.97 -1.20
C -2.45 -1.44 0.07
C -1.60 -2.51 0.53
C -1.79 -3.33 1.77
H -2.55 -2.90 2.44
H -0.84 -3.41 2.35
H -2.12 -4.35 1.51
C -0.54 -2.69 -0.42
C 0.55 -3.72 -0.33
H 0.22 -4.69 -0.76
H 0.83 -3.89 0.72
H 1.45 -3.40 -0.87
C -0.76 -1.74 -1.50
C 0.06 -1.65 -2.76
H 1.12 -1.86 -2.57
H -0.01 -0.64 -3.20
H -0.30 -2.37 -3.51
C -3.70 -0.96 0.75
H -4.57 -1.60 0.50
H -3.95 0.07 0.43
H -3.60 -0.95 1.84
C -2.57 0.06 -2.09
H -1.82 0.58 -2.70
H -3.11 0.82 -1.51
H -3.29 -0.42 -2.77
C 2.38 -2.70 3.72
H 2.41 -3.76 4.02
C 3.53 -1.91 3.81
H 4.47 -2.32 4.17
C 3.42 -0.56 3.41
H 4.29 0.10 3.46
C 2.19 -0.08 2.96
H 2.08 0.95 2.62
C 1.08 -0.96 2.90
C -0.23 -0.57 2.37
H -1.05 -1.09 2.89
C -0.87 1.05 0.96
C -0.64 2.02 3.01
H -0.39 2.08 4.07
C -1.11 2.97 2.15
H -1.34 4.03 2.29
N -1.26 2.36 0.88
C -1.80 3.00 -0.28
C -3.16 3.38 -0.28
C -3.69 3.97 -1.44
H -4.75 4.25 -1.46
C -2.90 4.18 -2.59
C -3.48 4.83 -3.82
H -3.09 4.37 -4.74
H -3.23 5.91 -3.85
H -4.58 4.75 -3.84
C -1.55 3.79 -2.55
H -0.92 3.95 -3.43
C -0.98 3.20 -1.41
C 0.46 2.76 -1.42
H 0.95 2.94 -0.44
H 1.03 3.29 -2.20
H 0.53 1.67 -1.60
C -4.05 3.15 0.93
H -3.92 3.94 1.69
H -3.81 2.19 1.42
H -5.11 3.14 0.63
N 6.74 -2.83 -0.81
C 6.04 -1.80 -1.35
O 6.55 -1.15 -2.25
C 4.64 -1.47 -0.93
C 4.01 -2.11 0.14
C 2.69 -1.82 0.45
N 1.94 -0.93 -0.25
C 2.55 -0.26 -1.29
C 3.89 -0.51 -1.63
H 7.69 -3.04 -1.15
H 6.36 -3.44 -0.08
H 4.51 -2.86 0.74
H 2.26 -2.39 1.22
H 2.03 0.41 -1.91
H 4.31 0.01 -2.48
```

* strongest force on any atom: 19.04 eV Å⁻¹
* spin multiplicity: 7
* total charge: -1
* gap between HOMO and LUMO (alpha / beta): 0.1395 / 0.2259 hartree
* E_LUMO (alpha / beta): 2.43 / 2.42 eV

---

3.
Here is C34H39FeIN6O4S as an isolated structure from the Open Molecules 2025 dataset. Energies are from ωB97M-V/def2-TZVPD.

Structure (XYZ):
```
86
C34H39FeIN6O4S (ωB97M-V/def2-TZVPD)
Fe 0.11 0.70 0.54
C 0.01 4.86 -1.85
C 1.31 4.10 -1.87
N 2.28 4.57 -2.62
C 3.48 3.98 -2.59
C 3.80 2.96 -1.73
C 5.20 2.44 -1.68
O 6.00 3.07 -0.67
C 2.77 2.45 -0.90
C 3.13 1.56 0.17
N 2.34 1.02 1.03
C 2.94 0.25 2.05
C 4.17 -0.41 1.93
C 4.69 -1.14 2.99
C 3.99 -1.26 4.18
C 2.75 -0.65 4.31
C 2.24 0.08 3.25
I 0.33 0.89 3.37
C 1.45 2.93 -1.05
O 0.42 2.42 -0.46
H 0.21 5.89 -2.14
H -0.45 4.82 -0.87
H -0.71 4.45 -2.56
H 4.23 4.38 -3.27
H 5.70 2.64 -2.63
H 5.21 1.35 -1.54
H 5.43 3.30 0.07
H 4.20 1.41 0.28
H 4.71 -0.38 1.00
H 5.64 -1.64 2.86
H 4.40 -1.83 5.00
H 2.18 -0.75 5.22
C 2.30 -5.06 0.54
N 2.16 -3.70 0.10
C 2.87 -3.10 -1.01
C 2.45 -1.63 -0.88
O 2.81 -0.76 -1.64
N 1.63 -1.50 0.21
C 1.53 -2.70 0.75
N 0.88 -2.91 1.91
H 2.58 -5.68 -0.31
H 1.35 -5.45 0.91
H 3.06 -5.18 1.32
H 2.56 -3.51 -1.97
H 3.95 -3.19 -0.92
H 0.27 -2.17 2.22
H 0.63 -3.85 2.18
C -4.03 3.35 0.72
S -2.48 2.81 -0.02
O -1.90 1.88 1.01
C -3.19 1.84 -1.34
C -3.95 0.70 -1.07
C -4.50 -0.01 -2.12
C -4.29 0.40 -3.43
C -3.51 1.52 -3.69
C -2.95 2.24 -2.64
H -4.60 2.48 1.04
H -4.59 3.93 -0.01
H -3.76 3.97 1.58
H -4.08 0.36 -0.05
H -5.07 -0.91 -1.92
H -4.71 -0.16 -4.25
H -3.33 1.83 -4.71
H -2.33 3.10 -2.83
C -3.86 -0.26 2.58
N -3.49 -1.64 2.34
C -4.59 -2.45 1.88
C -2.19 -1.90 1.72
C -1.97 -1.74 0.22
C -2.53 -2.73 -0.61
C -2.31 -2.73 -1.98
C -1.51 -1.75 -2.53
C -0.93 -0.79 -1.71
C -1.13 -0.75 -0.31
H -4.33 -0.16 3.56
H -4.58 0.12 1.84
H -2.99 0.39 2.53
H -5.44 -2.32 2.55
H -4.31 -3.51 1.88
H -4.93 -2.19 0.86
H -1.94 -2.93 1.99
H -1.49 -1.25 2.24
H -3.12 -3.52 -0.17
H -2.75 -3.50 -2.60
H -1.32 -1.73 -3.60
H -0.27 -0.06 -2.17
```

* strongest force on any atom: 0.35 eV Å⁻¹
* spin multiplicity: 5
* gap between HOMO and LUMO (alpha / beta): 0.2685 / 0.2758 hartree
* relative energy (zero: lowest compared OMol25 entry of this formula, charge and spin): 78.81 kcal/mol
* E_LUMO (alpha / beta): 0.05 / 0.04 eV

---

4.
Here is C34H39GaN2O4 as an isolated structure in a non-equilibrium geometry from the Open Molecules 2025 dataset. Energies are from ωB97M-V/def2-TZVPD.

Structure (XYZ):
```
80
C34H39GaN2O4 (ωB97M-V/def2-TZVPD)
O 0.16 -0.41 -5.75
C 0.05 0.88 -6.50
C -0.03 0.23 -7.86
H 0.97 1.47 -6.34
H -0.86 1.44 -6.21
C 0.06 -1.07 -7.04
H 0.83 0.46 -8.49
H -0.99 0.41 -8.36
C 1.30 -1.85 -7.43
H 2.21 -1.25 -7.32
H 1.21 -2.13 -8.48
H 1.36 -2.77 -6.85
C -1.19 -1.91 -7.19
H -2.09 -1.32 -6.95
H -1.10 -2.80 -6.56
H -1.26 -2.24 -8.24
Ga -0.41 -0.73 0.13
C -3.27 -1.50 1.57
C -2.72 -0.22 1.40
C -2.46 -0.01 -0.02
H -2.61 0.54 2.17
C -2.98 -1.22 -0.69
C -3.42 -2.11 0.29
H -3.87 -3.09 0.12
H -3.58 -1.94 2.51
H -2.35 0.96 -0.50
H -3.06 -1.33 -1.77
C 1.02 -3.19 1.70
C -0.12 -3.36 0.90
C 0.13 -2.72 -0.38
H -1.01 -3.94 1.14
C 1.46 -2.09 -0.29
C 1.98 -2.41 0.99
H 2.99 -2.19 1.32
H 1.19 -3.65 2.67
H -0.36 -3.01 -1.31
H 1.98 -1.59 -1.11
O 0.54 0.59 -1.77
C -0.17 -0.22 -2.78
C -1.09 0.76 -3.48
H -0.67 -1.10 -2.33
H 0.59 -0.60 -3.46
C -0.07 1.91 -3.63
H -1.91 1.06 -2.81
H -1.51 0.32 -4.38
C 0.50 1.98 -2.23
H -0.46 2.85 -4.06
H 0.73 1.53 -4.29
H -0.19 2.54 -1.59
H 1.51 2.40 -2.14
O 0.91 2.07 0.47
C 0.79 1.49 1.55
N 1.14 1.96 2.80
C 0.75 1.08 3.88
C 0.17 -0.10 3.08
O -0.26 -1.16 3.53
N 0.21 0.24 1.75
C 1.97 0.72 4.73
C 2.64 -0.49 4.59
C 3.70 -0.79 5.47
C 4.12 0.16 6.41
C 3.48 1.41 6.49
C 2.42 1.70 5.62
C -0.39 1.67 4.71
C -0.72 1.07 5.93
C -1.79 1.59 6.68
C -2.52 2.68 6.20
C -2.20 3.25 4.96
C -1.13 2.74 4.22
H 1.71 2.79 2.88
H 2.32 -1.21 3.84
H 4.17 -1.77 5.40
H 4.95 -0.06 7.07
H 3.79 2.16 7.22
H 1.92 2.67 5.67
H -0.14 0.22 6.29
H -2.03 1.12 7.63
H -3.34 3.09 6.79
H -2.76 4.09 4.56
H -0.84 3.20 3.26
```

* strongest force on any atom: 2.16 eV Å⁻¹
* gap between HOMO and LUMO: 0.3010 hartree
* relative energy (zero: lowest compared OMol25 entry of this formula, charge and spin): 1.44 kcal/mol
* E_LUMO: 0.51 eV